[1]
Formula: C38H51BrNP3Pt
Source: the Open Molecules 2025 dataset
Level of theory: wB97M-V/def2-TZVPD

Output
HOMO energy (spin up / spin down), eV: -11.64 / -11.47
E_tot, eV: -142855.416
Expectation value of S²: 2.06
Relative energy (zero: lowest compared OMol25 entry of this formula, charge and spin), eV: 7.537
LUMO energy (spin up / spin down), eV: -5.69 / -8.05
2S+1: 3
Total charge: +2
Kohn-Sham gap (spin up / spin down), hartree: 0.219 / 0.125

Geometry (Å):
C: 2.337 -6.989 -0.592
C: 2.113 -6.088 -1.684
C: 2.541 -6.527 -2.967
C: 3.265 -7.711 -3.087
N: 3.524 -8.478 -2.033
C: 3.067 -8.159 -0.821
C: 1.586 -4.790 -1.566
C: 1.337 -3.537 -1.502
C: 2.066 -2.385 -0.756
C: 1.287 -1.862 0.341
C: 1.645 -0.627 0.897
C: 2.779 0.043 0.460
C: 3.740 -0.692 -0.296
C: 3.395 -1.865 -0.993
Pt: 0.411 -1.847 -1.969
P: -2.364 0.531 -0.594
H: 2.362 -5.914 -3.843
H: 2.006 -6.770 0.416
H: 3.640 -8.024 -4.068
H: 3.291 -8.851 0.000
H: 4.027 -2.338 -1.774
H: 0.436 -2.386 0.793
H: 4.698 -0.210 -0.360
H: 0.980 -0.242 1.709
C: -2.924 2.360 -0.469
C: -4.005 2.910 -1.384
H: -1.984 2.920 -0.601
H: -3.223 2.506 0.588
H: -4.183 3.957 -1.104
H: -3.725 2.888 -2.442
H: -4.955 2.383 -1.265
C: -2.839 -0.139 -2.239
C: -3.051 -1.637 -2.222
H: -1.995 0.035 -2.905
H: -3.705 0.387 -2.640
H: -2.783 -2.074 -3.185
H: -2.430 -2.162 -1.495
H: -4.096 -1.877 -2.031
C: -3.757 -0.149 0.422
C: -5.176 0.105 -0.101
H: -3.642 0.282 1.431
H: -3.553 -1.229 0.492
H: -5.877 -0.625 0.328
H: -5.530 1.101 0.188
H: -5.260 0.021 -1.193
Br: 2.718 1.921 0.391
P: 1.239 2.129 -3.316
C: -0.531 2.217 -3.074
C: -1.125 2.852 -4.348
H: -0.802 2.794 -2.174
H: -0.892 1.190 -2.944
H: -2.133 2.465 -4.561
H: -1.166 3.940 -4.230
H: -0.481 2.625 -5.217
C: 1.968 3.581 -2.479
C: 3.109 4.137 -3.311
H: 2.344 3.278 -1.498
H: 1.167 4.320 -2.359
H: 3.606 4.938 -2.788
H: 3.847 3.353 -3.525
H: 2.726 4.537 -4.257
C: 1.842 0.492 -2.867
C: 2.398 -0.078 -4.173
H: 1.019 -0.186 -2.451
H: 2.599 0.595 -2.081
H: 3.020 -0.958 -3.989
H: 1.577 -0.366 -4.845
H: 2.995 0.697 -4.684
C: 2.147 1.407 3.601
P: 0.413 1.180 2.958
C: -0.004 -0.254 3.979
C: 0.945 -1.307 4.095
C: 0.792 -2.262 5.103
C: -0.304 -2.173 5.976
C: -1.256 -1.164 5.813
C: -1.153 -0.228 4.782
C: -0.494 2.615 3.516
C: -1.860 2.808 3.188
C: -2.568 3.806 3.868
C: -1.931 4.573 4.863
C: -0.564 4.404 5.122
C: 0.183 3.492 4.383
H: 2.771 0.617 3.169
H: 2.077 1.307 4.702
H: 2.501 2.384 3.265
H: 1.832 -1.346 3.436
H: 1.552 -3.045 5.214
H: -0.375 -2.875 6.807
H: -2.082 -1.068 6.513
H: -1.890 0.559 4.630
H: -2.341 2.180 2.426
H: -3.624 3.976 3.640
H: -2.501 5.311 5.437
H: -0.054 4.979 5.899
H: 1.265 3.413 4.511

[2]
Formula: C4H5NO2
Source: the Open Molecules 2025 dataset
Level of theory: wB97M-V/def2-TZVPD

Output
HOMO energy, eV: -9.94
E_tot, eV: -9812.368
Relative energy (zero: lowest compared OMol25 entry of this formula, charge and spin), eV: 1.947
LUMO energy, eV: 0.25
Kohn-Sham gap, hartree: 0.374

Geometry (Å):
C: 1.286 -0.588 0.553
C: -0.023 -0.039 0.033
C: -0.205 0.124 -1.445
O: -1.010 0.898 -1.912
C: -1.364 -0.074 0.705
O: -2.411 -0.610 0.907
N: -0.646 1.060 0.839
H: 1.990 0.237 0.706
H: 1.158 -1.111 1.504
H: 1.726 -1.290 -0.162
H: 0.426 -0.520 -2.087
H: -0.927 1.913 0.360

[3]
Formula: C31H24Br4ClHfN3O10S2Se
Source: the Open Molecules 2025 dataset
Level of theory: wB97M-V/def2-TZVPD

Output
HOMO energy, eV: -2.06
E_tot, eV: -438499.559
Relative energy (zero: lowest compared OMol25 entry of this formula, charge and spin), eV: 1.683
LUMO energy, eV: 3.49
Total charge: -2
Kohn-Sham gap, hartree: 0.204

Geometry (Å):
Hf: -1.573 -0.404 0.367
Br: -3.518 -5.409 -4.089
C: -2.559 -4.398 -2.829
C: -1.529 -4.970 -2.111
Br: -1.060 -6.768 -2.417
C: -0.829 -4.208 -1.174
Br: 0.667 -4.912 -0.257
C: -1.182 -2.898 -0.901
O: -0.604 -2.137 -0.012
C: -2.211 -2.290 -1.689
O: -2.439 -1.033 -1.464
C: -2.871 -3.056 -2.636
Br: -4.162 -2.193 -3.702
O: -0.745 0.005 4.107
Cl: -1.727 -0.599 3.288
O: -2.787 -1.049 4.096
O: -1.173 -1.657 2.530
O: -2.217 0.379 2.335
C: 1.460 -0.917 -1.506
C: 0.589 0.093 -2.192
C: 0.988 0.489 -3.483
C: 0.249 1.412 -4.156
C: -0.905 1.951 -3.553
C: -1.662 2.917 -4.227
C: -2.781 3.443 -3.624
C: -3.174 2.987 -2.382
C: -2.495 1.982 -1.686
S: -3.238 1.442 -0.236
C: -1.273 1.475 -2.252
N: -0.498 0.566 -1.603
H: 2.507 -0.629 -1.614
H: 1.342 -1.893 -1.988
H: 1.205 -1.014 -0.452
H: 1.871 0.042 -3.918
H: 0.522 1.733 -5.153
H: -1.349 3.238 -5.210
H: -3.361 4.207 -4.120
H: -4.063 3.376 -1.910
Se: -3.659 -2.056 0.874
C: -4.827 -2.138 2.393
C: -5.587 -1.029 2.756
C: -6.495 -1.156 3.787
N: -6.702 -2.276 4.469
C: -5.962 -3.322 4.128
C: -5.026 -3.317 3.112
H: -5.454 -0.096 2.228
H: -7.113 -0.317 4.083
H: -6.146 -4.221 4.707
H: -4.450 -4.198 2.873
C: 6.411 2.796 -2.232
C: 5.888 2.152 -0.984
C: 4.963 1.115 -1.046
C: 4.510 0.505 0.112
C: 4.967 0.952 1.334
C: 5.865 1.995 1.422
C: 6.328 2.590 0.261
S: 4.288 0.231 2.835
O: 4.859 0.964 3.936
O: 4.481 -1.188 2.802
N: 2.692 0.560 2.755
C: 2.325 1.938 2.550
C: 0.814 2.102 2.626
C: 0.111 1.361 1.490
O: -0.644 1.971 0.728
O: 0.308 0.115 1.342
H: 6.296 2.136 -3.087
H: 7.462 3.049 -2.116
H: 5.864 3.714 -2.437
H: 4.592 0.790 -2.007
H: 3.812 -0.316 0.091
H: 6.179 2.314 2.403
H: 7.033 3.406 0.317
H: 2.088 -0.096 2.272
H: 2.685 2.312 1.576
H: 2.821 2.519 3.334
H: 0.546 3.157 2.570
H: 0.459 1.676 3.566